No. 1
# C18H24FeN5OS

A molecular structure, C18H24FeN5OS (ωB97M-V with the def2-TZVPD basis set, OMol25).

XYZ file:
```
50
C18H24FeN5OS ωB97M-V with the def2-TZVPD basis set
Fe 0.661 0.187 0.039
C -4.264 2.194 4.038
C -3.479 1.987 2.716
N -2.647 0.788 2.824
C -1.507 0.606 2.130
S -1.258 1.449 0.595
N -0.595 -0.259 2.525
N 0.545 -0.194 1.832
C 1.758 -0.289 2.455
C 1.845 -0.758 3.861
C 2.881 0.178 1.618
C 4.164 0.552 2.115
C 5.014 1.295 1.282
C 4.656 1.544 -0.016
C 3.413 1.104 -0.490
N 2.583 0.470 0.337
H -4.487 1.232 4.567
H -5.156 2.740 3.870
H -3.646 2.794 4.670
H -2.816 2.846 2.454
H -4.132 1.812 1.858
H -2.697 0.326 3.734
H 2.280 0.042 4.457
H 2.485 -1.643 3.937
H 0.833 -1.113 4.167
H 4.531 0.208 3.086
H 5.963 1.593 1.718
H 5.319 2.088 -0.699
H 3.140 1.244 -1.526
O -2.464 1.588 -4.692
C -2.210 0.163 -4.688
C -0.637 0.054 -4.559
C -0.194 0.050 -3.047
C -0.126 -1.297 -2.367
C -0.323 -2.489 -3.093
C -0.259 -3.731 -2.471
C 0.055 -3.771 -1.120
C 0.163 -2.539 -0.405
N 0.189 -1.313 -1.027
H -3.400 1.773 -4.584
H -2.543 -0.326 -5.637
H -2.649 -0.388 -3.854
H -0.239 1.035 -4.996
H -0.110 -0.798 -5.009
H -0.996 0.654 -2.608
H 0.698 0.657 -2.891
H -0.632 -2.479 -4.130
H -0.229 -4.693 -3.068
H 0.171 -4.668 -0.582
H 0.347 -2.508 0.677
```

Results
Spin multiplicity: 5
Net charge: +1
Gap between HOMO and LUMO (alpha / beta): 7.127 / 6.948 eV
Highest occupied orbital energy (alpha / beta): -10.65 / -10.82 eV
⟨S²⟩: 6.04
LUMO energy (alpha / beta): -3.52 / -3.87 eV

No. 2
# C18H24I3N3O8

A single C18H24I3N3O8 molecule (ωB97M-V with the def2-TZVPD basis set, OMol25).

XYZ file:
```
56
C18H24I3N3O8 ωB97M-V with the def2-TZVPD basis set
C 1.754 1.073 -2.804
C 0.343 0.788 -3.252
O -0.079 1.043 -4.356
N -0.458 0.172 -2.323
C -1.789 -0.242 -2.731
C -2.868 0.785 -2.375
O -3.050 0.707 -0.977
C -4.163 0.489 -3.152
O -4.157 1.054 -4.434
C -0.058 -0.144 -1.012
C 0.377 -1.433 -0.700
I 0.553 -2.856 -2.251
C 0.724 -1.801 0.590
C 1.308 -3.165 0.873
O 2.506 -3.333 0.907
N 0.383 -4.110 1.109
C 0.728 -5.503 1.270
C 0.424 -6.277 -0.013
O -0.945 -6.090 -0.311
C 0.632 -0.854 1.601
I 1.109 -1.417 3.577
C 0.226 0.444 1.327
C 0.074 1.451 2.438
O -1.010 1.743 2.896
N 1.249 1.932 2.884
C 1.291 2.975 3.880
C 1.335 4.372 3.234
O 0.249 4.565 2.356
C 2.610 4.573 2.394
O 2.628 3.734 1.268
C -0.111 0.787 0.025
I -0.668 2.773 -0.377
H 1.769 1.868 -2.060
H 2.330 1.395 -3.667
H 2.213 0.185 -2.373
H -1.755 -0.390 -3.813
H -2.046 -1.181 -2.235
H -2.524 1.790 -2.666
H -3.717 1.347 -0.704
H -4.331 -0.598 -3.195
H -5.013 0.944 -2.634
H -3.341 0.819 -4.891
H -0.594 -3.923 0.938
H 0.141 -5.914 2.095
H 1.792 -5.558 1.501
H 1.051 -5.894 -0.829
H 0.652 -7.340 0.142
H -1.157 -6.549 -1.130
H 2.083 1.818 2.324
H 0.384 2.878 4.485
H 2.166 2.831 4.516
H 1.321 5.125 4.039
H -0.556 4.213 2.755
H 3.494 4.330 2.987
H 2.664 5.625 2.088
H 1.827 3.941 0.765
```

Results
Gap between HOMO and LUMO: 8.905 eV
Highest occupied orbital energy: -9.12 eV
Energy relative to the best compared isomer or geometry (same formula, charge and spin): 11.4 kJ/mol
LUMO energy: -0.22 eV
SMILES: CC(=O)N(C[C@H](O)CO)c1c(I)c(C(=O)NCCO)c(I)c(C(=O)NC[C@H](O)CO)c1I

No. 3
# C18H24N2O3

A single C18H24N2O3 molecule (ωB97M-V with the def2-TZVPD basis set, OMol25).

XYZ file:
```
47
C18H24N2O3 ωB97M-V with the def2-TZVPD basis set
O 1.213 -2.680 0.949
C 0.872 -1.524 1.199
N 1.511 -0.454 0.685
C 2.584 -0.567 -0.275
C 2.179 0.005 -1.641
C 1.821 1.461 -1.532
C 2.717 2.440 -1.566
C 2.253 3.847 -1.365
C 1.340 3.882 -0.134
C 0.161 2.908 -0.274
C 0.378 1.851 -1.374
N -0.139 -1.228 2.068
C -1.174 -2.175 2.468
C -1.832 -2.877 1.259
C -2.243 -1.874 0.218
C -1.560 -1.792 -0.989
C -1.921 -0.852 -1.940
C -2.963 0.025 -1.690
C -3.646 -0.046 -0.487
C -3.289 -0.991 0.459
C -0.668 -3.262 3.447
O -1.264 -3.482 4.467
O 0.395 -3.934 3.073
H 1.179 0.477 0.875
H 3.460 -0.029 0.101
H 2.824 -1.629 -0.359
H 1.331 -0.562 -2.028
H 3.022 -0.121 -2.321
H 3.771 2.247 -1.697
H 3.096 4.524 -1.226
H 1.688 4.184 -2.239
H 0.973 4.897 0.027
H 1.943 3.611 0.736
H -0.008 2.410 0.685
H -0.753 3.457 -0.505
H 0.047 2.281 -2.326
H -0.250 0.981 -1.180
H -0.392 -0.258 2.158
H -1.930 -1.600 3.009
H -1.129 -3.588 0.824
H -2.700 -3.427 1.626
H -0.744 -2.473 -1.185
H -1.392 -0.807 -2.881
H -3.243 0.759 -2.430
H -4.462 0.632 -0.288
H -3.834 -1.051 1.391
H 0.775 -3.595 2.205
```

Results
Gap between HOMO and LUMO: 9.703 eV
Highest occupied orbital energy: -9.22 eV
Energy relative to the best compared isomer or geometry (same formula, charge and spin): 41.7 kJ/mol
LUMO energy: 0.48 eV
SMILES: O=C(NCCC1=CCCCC1)N[C@@H](Cc1ccccc1)C(=O)O

No. 4
# C18H24N2O5S

A molecular structure, C18H24N2O5S (ωB97M-V with the def2-TZVPD basis set, OMol25).

XYZ file:
```
50
C18H24N2O5S ωB97M-V with the def2-TZVPD basis set
C 4.018 -2.808 0.395
C 3.732 -3.262 -1.035
H 4.610 -3.716 -1.514
H 3.074 -4.061 -1.065
S 3.477 -1.857 -2.307
C 1.921 -1.418 -1.553
H 1.705 -0.637 -2.090
H 2.037 -0.998 -0.729
C 0.751 -2.409 -1.753
H 0.414 -2.609 -2.658
H 0.930 -3.507 -1.248
O -0.356 -1.959 -1.106
C -1.136 -0.863 -1.585
O -1.142 -0.904 -2.821
C -2.188 -0.393 -0.819
C -3.197 0.192 -1.065
N -4.091 0.910 -0.117
C -4.012 0.638 1.199
O -4.975 1.255 1.752
N -3.135 -0.317 1.587
H -2.958 -0.218 2.460
C -1.974 -0.922 0.787
C -0.753 -0.196 1.174
C 0.287 -1.052 1.871
C 1.447 -0.288 1.875
C 1.642 1.047 1.971
C 0.833 1.963 1.538
C -0.585 1.222 0.911
O -1.471 1.882 0.597
C -1.418 3.246 0.032
H -0.664 3.242 -0.915
H -1.135 4.090 0.619
H -2.406 3.438 -0.526
O 1.016 3.274 1.310
C 2.230 3.784 1.637
H 2.237 3.526 2.582
H 2.079 4.935 1.226
H 2.943 3.144 1.213
H 2.664 1.382 2.261
H 2.279 -1.140 2.585
H 0.036 -1.953 2.102
H -1.891 -2.052 1.046
H -4.769 1.391 -0.568
C -3.463 0.651 -2.491
H -3.387 1.633 -2.870
H -3.000 0.197 -3.194
H -4.625 0.406 -2.692
H 4.440 -3.421 1.115
H 3.086 -2.414 0.623
H 4.844 -2.074 0.254
```

Results
Gap between HOMO and LUMO: 7.719 eV
Highest occupied orbital energy: -7.71 eV
Energy relative to the best compared isomer or geometry (same formula, charge and spin): 1503.8 kJ/mol
LUMO energy: 0.01 eV

No. 5
# C18H24N5O4

A gas-phase ion, C18H24N5O4 (charge +1) (ωB97M-V with the def2-TZVPD basis set, OMol25).

XYZ file:
```
51
C18H24N5O4 ωB97M-V with the def2-TZVPD basis set
C -0.936 2.130 4.445
N -0.804 1.809 3.021
C 0.259 2.242 2.206
O 1.080 3.094 2.679
C 0.411 1.663 0.726
C 1.511 2.463 -0.180
C 1.436 3.973 -0.325
C 1.860 4.757 -1.392
N 1.873 6.099 -1.095
C 1.605 6.139 0.219
N 1.287 4.912 0.615
N 0.551 0.157 0.607
C -0.422 -0.729 0.855
O -1.469 -0.249 1.138
C -0.202 -2.258 0.870
C -1.502 -3.154 0.675
C -1.970 -2.932 -0.766
C -2.795 -1.813 -1.218
C -3.107 -1.690 -2.576
C -2.801 -2.770 -3.450
O -3.285 -2.559 -4.708
C -2.029 -3.857 -3.080
C -1.558 -3.901 -1.751
N 0.816 -2.880 0.015
C 2.133 -2.772 0.249
C 3.057 -3.519 -0.591
O 2.567 -1.837 0.806
H -1.293 3.065 4.481
H 0.000 2.056 4.998
H -1.649 1.393 4.894
H -1.448 1.139 2.675
H -0.532 1.918 0.327
H 2.467 2.116 0.285
H 1.579 2.088 -1.198
H 2.060 4.479 -2.410
H 2.174 6.791 -1.721
H 1.967 6.958 0.815
H 1.143 4.603 1.694
H 1.479 -0.176 0.346
H 0.107 -2.392 1.877
H -2.198 -2.964 1.443
H -1.143 -4.239 0.783
H -3.275 -1.062 -0.609
H -3.611 -0.822 -2.985
H -2.938 -3.193 -5.471
H -1.981 -4.689 -3.815
H -0.922 -4.673 -1.441
H 0.428 -3.579 -0.661
H 4.108 -3.080 -0.527
H 3.261 -4.586 -0.164
H 2.653 -3.672 -1.610
```

Results
Net charge: +1
Gap between HOMO and LUMO: 7.652 eV
Highest occupied orbital energy: -10.31 eV
Energy relative to the best compared isomer or geometry (same formula, charge and spin): 321.9 kJ/mol
LUMO energy: -2.66 eV
SMILES: CNC(=O)[C@@H](Cc1c[nH]c[nH+]1)NC(=O)[C@@H](Cc1ccc(O)cc1)NC(C)=O

No. 6
# C18H24N8O3S

A single C18H24N8O3S molecule (ωB97M-V with the def2-TZVPD basis set, OMol25).

XYZ file:
```
54
C18H24N8O3S ωB97M-V with the def2-TZVPD basis set
C -6.319 -0.576 0.632
N -4.933 -0.412 0.220
C -4.190 -1.569 -0.009
O -4.664 -2.682 0.111
C -2.848 -1.247 -0.404
C -2.402 0.062 -0.543
N -1.115 0.082 -0.947
C -0.784 -1.193 -1.047
S 0.794 -1.707 -1.604
C 1.418 -2.290 -0.075
N 0.706 -2.605 0.989
C 1.646 -2.984 1.878
N 2.870 -2.922 1.419
N 2.733 -2.478 0.164
C 3.860 -2.195 -0.673
C 4.407 -0.764 -0.448
O 5.587 -0.559 -0.291
N 3.458 0.182 -0.467
C 3.724 1.575 -0.162
C 3.366 1.880 1.297
C 1.860 1.816 1.530
C 1.139 2.785 0.599
C 1.445 2.455 -0.859
C 2.951 2.485 -1.117
N -1.785 -2.042 -0.750
C -1.753 -3.477 -0.721
N -3.212 1.123 -0.303
C -2.740 2.483 -0.460
C -4.516 0.908 0.095
O -5.267 1.829 0.317
H -6.979 -0.111 -0.099
H -6.475 -0.094 1.597
H -6.518 -1.642 0.702
H 1.404 -3.310 2.868
H 4.659 -2.897 -0.427
H 3.569 -2.311 -1.721
H 2.494 -0.058 -0.631
H 4.802 1.711 -0.304
H 3.882 1.168 1.945
H 3.727 2.880 1.541
H 1.642 2.066 2.570
H 1.493 0.801 1.356
H 1.464 3.804 0.819
H 0.063 2.729 0.770
H 1.026 1.476 -1.101
H 0.959 3.182 -1.512
H 3.315 3.505 -0.980
H 3.161 2.191 -2.147
H -1.124 -3.810 0.108
H -1.348 -3.861 -1.659
H -2.770 -3.836 -0.576
H -1.837 2.457 -1.063
H -3.517 3.073 -0.944
H -2.527 2.924 0.515
```

Results
Gap between HOMO and LUMO: 8.979 eV
Highest occupied orbital energy: -8.71 eV
LUMO energy: 0.27 eV
SMILES: Cn1c(=O)c2c(nc(Sc3ncnn3CC(=O)NC3CCCCC3)n2C)n(C)c1=O

No. 7
# C18H24NO2

2 unconnected molecules or ions with the total composition C18H24NO2 (ωB97M-V with the def2-TZVPD basis set, OMol25).

XYZ file:
```
45
C18H24NO2 ωB97M-V with the def2-TZVPD basis set
C -3.420 -1.169 2.815
C -2.060 -1.573 2.319
O -1.426 -0.397 1.762
C -0.123 -0.621 1.452
C 0.514 0.571 0.874
C 1.853 0.735 1.108
N 2.536 1.887 0.983
C 3.967 1.934 1.223
C 1.902 3.174 0.763
O 0.425 -1.707 1.602
H -3.948 -2.061 3.157
H -3.323 -0.489 3.668
H -4.017 -0.687 2.033
H -1.440 -1.950 3.144
H -2.127 -2.341 1.536
H -0.147 1.414 0.690
H 2.456 -0.145 1.356
H 4.315 0.934 1.501
H 4.491 2.263 0.314
H 4.199 2.646 2.026
H 0.875 3.062 0.410
H 1.903 3.769 1.692
H 2.488 3.730 0.016
C 1.013 0.665 -2.101
C 2.528 0.267 -2.227
C 2.559 -1.143 -1.719
C 1.309 -1.565 -1.318
C 0.358 -0.512 -1.438
C -1.072 -0.704 -1.461
C -1.630 -2.004 -1.351
C -3.007 -2.178 -1.265
C -3.862 -1.070 -1.313
C -3.330 0.215 -1.470
C -1.955 0.396 -1.590
H 0.874 1.590 -1.530
H 0.600 0.850 -3.109
H 2.839 0.348 -3.280
H 3.177 0.946 -1.650
H 3.472 -1.738 -1.694
H 1.072 -2.556 -0.931
H -0.964 -2.870 -1.341
H -3.412 -3.187 -1.162
H -4.940 -1.208 -1.222
H -3.986 1.087 -1.508
H -1.538 1.393 -1.763
```

Results
Net charge: +1
Gap between HOMO and LUMO: 6.326 eV
Highest occupied orbital energy: -11.43 eV
Energy relative to the best compared isomer or geometry (same formula, charge and spin): 172.7 kJ/mol
LUMO energy: -5.10 eV

No. 8
# C18H24O6S

3 unconnected molecules or ions with the total composition C18H24O6S (ωB97M-V with the def2-TZVPD basis set, OMol25).

XYZ file:
```
49
C18H24O6S ωB97M-V with the def2-TZVPD basis set
C -7.129 -1.102 -1.881
C -6.036 -0.461 -2.277
C -4.558 0.182 -2.211
C -4.430 1.567 -1.778
C -2.885 2.098 -1.699
O -2.536 3.254 -2.112
C -1.834 0.999 -1.097
C -0.663 1.345 -0.044
C -0.458 2.926 0.252
C -1.962 -0.388 -1.539
S -0.844 -1.766 -1.019
C -3.204 -0.665 -2.566
O -3.114 -1.442 -3.577
H -8.073 -1.660 -1.533
H -5.329 2.233 -1.513
H -0.992 0.870 0.973
H 0.316 0.794 -0.334
H -1.413 3.557 0.164
H -0.108 2.999 1.365
H 0.403 3.283 -0.428
H 0.453 -1.513 -1.482
C -0.789 -6.879 -1.067
C 0.565 -6.431 -1.579
O 0.904 -5.132 -1.069
C 1.506 -4.912 0.118
C 1.569 -6.031 1.116
O 1.919 -3.803 0.401
H -0.794 -6.982 0.020
H -1.067 -7.840 -1.507
H -1.555 -6.141 -1.319
H 1.356 -7.156 -1.369
H 0.521 -6.330 -2.667
H 0.695 -5.981 1.769
H 2.473 -5.908 1.717
H 1.636 -7.019 0.665
C 3.907 6.127 0.960
C 3.349 6.186 2.368
O 2.107 5.470 2.460
C 2.010 4.147 2.694
C 3.236 3.293 2.558
O 0.928 3.647 2.933
H 4.138 5.102 0.663
H 4.819 6.724 0.882
H 3.174 6.507 0.244
H 4.063 5.837 3.119
H 3.122 7.226 2.620
H 3.297 2.911 1.537
H 3.151 2.452 3.251
H 4.160 3.806 2.816
```

Results
Gap between HOMO and LUMO: 7.825 eV
Highest occupied orbital energy: -8.95 eV
Energy relative to the best compared isomer or geometry (same formula, charge and spin): 0.0 kJ/mol
LUMO energy: -1.13 eV
SMILES: C#CC1=CC(=O)C(CC)=C(S)C1=O.CCOC(C)=O.CCOC(C)=O

Number 1: E_tot -2710.97529 a.u.. Number 2: E_tot -2359.61419 a.u.. Number 3: E_tot -1035.58639 a.u.. Number 4: E_tot -1583.67642 a.u.. Number 5: E_tot -1274.79540 a.u.. Number 6: E_tot -1762.37387 a.u.. Number 7: E_tot -905.25071 a.u.. Number 8: E_tot -1549.61537 a.u..